A structure of composition C21H25BrIN2O4Y at a distorted geometry. Source: the Open Molecules 2025 dataset; level of theory: wB97M-V/def2-TZVPD.

XYZ file:
```
55
Properties=species:S:1:pos:R:3:nbo_charge:R:1
Y -0.174 0.726 0.507 1.8933
C -1.299 0.571 -3.435 -0.2539
O -0.932 0.031 -2.139 -0.4782
C -0.118 -0.958 -1.882 0.8394
O -0.033 -1.320 -0.713 -0.6552
H -0.634 1.406 -3.638 0.2227
H -2.319 0.913 -3.303 0.2265
H -1.233 -0.209 -4.189 0.1992
I 1.300 2.527 -1.136 -0.5818
C -2.239 0.545 3.521 -0.6292
C -1.535 1.748 2.919 0.2571
C -1.289 2.815 3.968 -0.6253
O -0.247 1.309 2.416 -0.9889
H -3.230 0.809 3.898 0.2235
H -1.645 0.143 4.343 0.2105
H -2.384 -0.241 2.775 0.2080
H -2.216 3.137 4.448 0.2092
H -0.807 3.691 3.528 0.2131
H -0.629 2.420 4.741 0.2149
C 3.744 -1.734 1.243 -0.4281
C 3.575 -1.153 2.663 -0.4355
C 2.580 -0.002 2.490 -0.0688
O 2.003 -0.199 1.178 -0.5968
C 3.064 -0.706 0.356 -0.0636
H 3.232 -2.692 1.158 0.2100
H 4.787 -1.886 0.968 0.2210
H 4.517 -0.785 3.065 0.2172
H 3.199 -1.908 3.352 0.2173
H 3.077 0.971 2.487 0.1859
H 1.754 0.032 3.194 0.2330
H 3.719 0.129 0.090 0.1891
H 2.622 -1.105 -0.554 0.1993
Br -6.533 2.726 2.098 0.0200
C -4.787 2.187 1.573 -0.0331
C -4.721 1.145 0.565 -0.4592
C -3.481 0.829 0.132 0.0914
N -2.305 1.351 0.574 -0.8546
C -2.322 2.329 1.709 -0.0861
C -3.718 2.771 2.098 -0.2891
H -5.609 0.687 0.163 0.2249
H -3.375 0.080 -0.652 0.1733
H -1.752 3.220 1.404 0.1939
H -3.830 3.581 2.806 0.2208
N 3.827 -4.033 -6.537 -0.2705
C 3.154 -3.522 -5.759 0.2617
C 2.309 -2.867 -4.779 -0.1384
C 2.272 -1.477 -4.751 -0.1769
C 1.453 -0.839 -3.831 -0.1229
C 0.707 -1.611 -2.950 -0.1854
C 0.775 -2.998 -2.948 -0.1553
C 1.570 -3.636 -3.887 -0.1626
H 2.879 -0.904 -5.437 0.2420
H 1.440 0.241 -3.769 0.2401
H 0.214 -3.570 -2.222 0.2403
H 1.624 -4.715 -3.922 0.2408
```

Its calculated total energy is -112542.116 eV. Its HOMO energy is -6.53 eV. The orbital gap is 5.32 eV. For the relative energy (zero: lowest compared OMol25 entry of this formula, charge and spin), the calculation gives 0.00 kcal per mole.